No. 1
A 2-piece molecular cluster, C3H13N2Si overall, computed with ωB97M-V with the def2-TZVPD basis set.

Structure (XYZ):
```
19
Properties=species:S:1:pos:R:3:forces:R:3:mulliken_charge:R:1
C 0.70689 -0.40220 -1.28365 0.96 -0.46 2.02 -1.1229
C 0.93323 1.41387 0.43856 -2.27 2.26 1.42 -0.8615
C 1.57726 -0.78652 0.88002 0.53 1.72 2.30 -1.1317
N -2.07987 0.10984 0.47977 -0.38 0.36 -1.86 -0.5356
N 0.51411 0.04320 0.19033 3.73 -1.39 -0.72 0.1144
Si -3.34454 -0.38322 -0.38727 0.29 -0.98 1.62 0.3250
H 1.75322 -0.48425 -1.66134 -0.67 0.63 0.83 0.3563
H 0.35903 -1.38311 -1.15420 -0.58 -1.59 -0.71 0.5168
H 0.10764 0.12464 -1.94503 -1.19 1.22 -1.03 0.3811
H 0.08023 1.90100 0.98813 0.61 -0.32 -0.55 0.3194
H 1.78279 1.65128 1.10539 -0.03 -0.87 -0.92 0.3325
H 0.92573 1.85667 -0.52069 0.68 1.12 -0.71 0.3654
H 1.42475 -1.80246 0.87655 -0.84 -2.38 -0.51 0.4294
H 2.54521 -0.58625 0.42522 -0.20 0.16 -0.26 0.4729
H -2.14998 0.03147 1.44732 -0.22 -0.49 2.16 0.2418
H -0.55283 -0.04493 0.41789 0.48 -0.11 -0.27 0.4972
H -3.52808 0.02334 -1.69613 -0.01 0.64 -1.83 -0.0379
H -4.27352 -1.45841 -0.00499 -0.15 0.25 0.25 -0.0166
H 1.74152 -0.54927 1.97607 -0.75 0.22 -1.23 0.3542
```
Forces are in eV/Å.

Results
ΔE to the lowest compared entry with this formula, charge and spin, kJ/mol: 276.9
HOMO energy, eV: -14.31
Net charge: +1
LUMO, eV: -4.140

***

No. 2
A 2-piece molecular cluster, C3H13N3 overall, computed with ωB97M-V with the def2-TZVPD basis set.

Structure (XYZ):
```
19
Properties=species:S:1:pos:R:3:forces:R:3:lowdin_spin:R:1
C -1.80194 0.45451 -0.75125 -0.93 0.27 -0.53 0.1784
N -0.89993 0.60028 -1.90814 1.87 0.69 4.77 0.0216
C -0.08720 1.81257 -1.82279 -5.42 2.36 0.57 0.2914
H -2.21209 -0.53791 -0.88380 -0.62 -0.35 0.33 0.0235
H -1.37219 0.49177 0.28023 0.37 0.13 -1.10 0.0184
H -2.63578 1.21195 -0.73468 0.58 -0.54 -0.01 0.0574
H -1.37564 0.55603 -2.73179 -1.69 -0.07 -2.50 0.0438
H -0.51064 2.66955 -2.39728 0.10 -0.56 -0.68 0.0759
H 0.80372 1.59857 -2.14405 5.34 -0.77 -1.53 0.0355
H -0.11686 2.40427 -0.90644 0.33 -1.11 0.73 0.0525
N 1.51513 -0.12904 2.28168 0.73 -1.67 1.49 0.0408
C 0.62094 -1.20897 1.81748 1.34 -2.92 0.17 0.0546
N 0.64078 -1.73008 0.42542 -3.93 2.99 0.92 0.0242
H 2.49804 -0.36032 2.54518 -1.31 -0.69 -0.16 0.0145
H 1.68212 0.52128 1.58587 -0.31 1.84 -1.91 0.0390
H 0.83578 -2.20459 2.43348 -0.64 2.41 -0.55 0.0052
H -0.40389 -0.89647 1.88687 -0.40 0.18 0.87 0.0088
H 1.52799 -1.99385 0.17900 2.43 -0.25 -1.46 0.0122
H 0.09679 -0.99715 -0.16595 2.13 -1.92 0.56 0.0022
```
Forces are in eV/Å.

Results
ΔE to the lowest compared entry with this formula, charge and spin, kJ/mol: 162.3
HOMO energy (alpha / beta), eV: 1.38 / -5.16
Multiplicity: 2
Net charge: -1
LUMO (alpha / beta), eV: 4.060 / 3.913

***

No. 3
A 3-piece molecular cluster, C3H13N3O2 overall, computed with ωB97M-V with the def2-TZVPD basis set.

Structure (XYZ):
```
21
Properties=species:S:1:pos:R:3:forces:R:3:mulliken_charge:R:1
H 0.37780 1.65867 1.76616 -0.35 0.35 0.31 0.2056
N 0.38019 1.30137 0.82648 0.31 -1.43 -0.75 -0.6778
C -0.44573 0.30478 0.70526 -1.01 1.26 -1.07 0.3488
N -1.34169 0.02118 1.75222 -2.44 -4.06 -6.21 -0.3847
N -0.66940 -0.27095 -0.58731 0.06 0.65 2.39 -0.1554
C -1.26366 -1.61443 -0.77318 0.54 1.22 -1.96 -0.2611
C -1.49590 -1.71143 -2.35999 -1.84 -3.23 2.92 -1.1218
H -2.07288 -0.73653 1.79955 1.50 1.09 -1.05 0.2030
H -1.18859 0.27612 2.60612 1.88 2.38 5.83 0.1545
H -0.32369 0.29496 -1.37931 -0.14 -0.79 0.99 0.2553
H -0.46462 -2.38788 -0.43045 -2.13 0.92 -0.18 0.2715
H -2.34330 -1.57184 -0.40193 1.80 -0.86 0.44 0.2268
H -1.20109 -2.73178 -2.68608 -0.65 0.44 0.13 0.3039
H -2.57741 -1.52531 -2.52895 0.89 -0.10 -0.36 0.2715
H -0.88262 -1.10599 -2.88973 1.73 2.30 -1.50 0.3784
O 2.52978 1.63168 2.94237 1.89 4.03 0.54 -0.6393
H 2.35262 0.96314 3.51802 -0.85 -3.05 2.02 0.2982
H 2.26470 1.45371 2.08564 -0.94 -1.04 -2.57 0.3418
O 2.60426 2.00466 -1.73500 0.18 -0.84 4.46 -0.6936
H 2.19762 1.85889 -0.73837 0.83 0.53 -3.65 0.3595
H 3.56363 1.88697 -1.49152 -1.27 0.23 -0.73 0.3148
```
Forces are in eV/Å.

Results
ΔE to the lowest compared entry with this formula, charge and spin, kJ/mol: 210.0
HOMO energy, eV: -8.95
SMILES: [H]/N=C(\N)NCC.O.O
LUMO, eV: 0.611

***

No. 4
An isolated ion of composition C3H13N4 and charge +1, computed with ωB97M-V with the def2-TZVPD basis set.

Structure (XYZ):
```
20
Properties=species:S:1:pos:R:3:forces:R:3:mulliken_charge:R:1
N 2.39086 -0.49936 0.11486 0.97 -0.08 -0.56 -0.5625
C 1.20058 -0.46693 -0.70609 0.82 2.84 0.10 -0.7941
C 0.04579 0.30509 0.04463 -0.28 -0.86 -0.92 1.2028
N 0.59307 1.20236 0.96690 1.83 1.88 0.83 -0.6957
N -0.82867 1.01657 -1.00741 1.16 -0.41 1.23 -0.7521
C -0.93177 -0.64675 0.90374 -0.66 0.38 -0.96 -1.4109
N -2.19641 -0.77659 0.11722 -0.28 -1.30 -1.12 -0.2347
H 3.31087 -0.20498 -0.37471 -2.26 -1.47 1.47 0.2379
H 2.33246 -1.28233 0.76713 1.25 0.32 -0.45 0.2035
H 0.87378 -1.39321 -1.11214 -0.23 -0.87 -0.48 0.3250
H 1.48696 0.27866 -1.47992 -0.43 -0.89 -0.15 0.4635
H 0.51306 2.19681 0.69100 0.11 -0.96 0.34 0.2191
H 1.62693 0.97288 1.09908 -1.60 0.35 -0.26 0.4035
H -0.82222 2.00353 -0.78025 -0.64 0.09 0.49 0.2647
H -0.34655 1.05928 -1.88838 0.23 -0.68 -0.53 0.2482
H -1.16488 -0.11646 1.78449 -0.36 0.96 0.84 0.4387
H -0.72597 -1.60827 1.28827 1.39 -1.18 -0.23 0.3983
H -2.59228 -1.66471 -0.30210 0.95 1.01 1.13 0.3506
H -2.91477 -0.22219 0.51284 -1.24 0.24 0.66 0.3451
H -1.85086 -0.15341 -0.63915 -0.73 0.64 -1.44 0.3492
```
Forces are in eV/Å.

Results
ΔE to the lowest compared entry with this formula, charge and spin, kJ/mol: 268.4
HOMO energy, eV: -13.24
SMILES: NCC(N)(N)C[NH3+]
Net charge: +1
LUMO, eV: -3.066

***

No. 5
A 2-piece molecular cluster, C3H13N4O overall, computed with ωB97M-V with the def2-TZVPD basis set.

Structure (XYZ):
```
21
Properties=species:S:1:pos:R:3:forces:R:3:mulliken_charge:R:1
C -0.87134 -2.91624 -0.64522 -0.12 0.02 0.07 -0.3945
O -0.44641 -3.86605 0.29338 0.10 -0.12 0.12 -0.4911
C -0.48775 -1.57807 -0.04995 -0.34 0.16 -0.08 -0.5488
N -0.90644 -0.44056 -0.92149 0.33 -0.29 -0.08 -0.2398
H -1.96326 -2.94561 -0.77855 0.10 -0.02 -0.13 0.3084
H -0.38236 -3.05526 -1.61312 -0.03 -0.02 -0.15 0.3330
H -0.62857 -4.75854 -0.01843 -0.02 0.04 -0.02 0.3231
H -0.98546 -1.46255 0.90620 -0.01 0.09 0.16 0.3336
H 0.57985 -1.49573 0.10783 0.21 -0.06 0.00 0.3227
H -1.91086 -0.43574 -1.07689 -0.10 0.00 -0.01 0.3770
H -0.45670 -0.50996 -1.83440 -0.12 0.00 -0.01 0.3820
H -0.61204 0.53579 -0.46157 -0.13 0.34 0.09 0.2372
N 0.95003 3.39080 1.49493 -0.04 -0.58 0.05 -0.4662
C 0.79558 2.43782 0.51870 0.15 0.57 -0.14 0.5676
N 1.88900 2.22192 -0.26570 0.02 -0.37 0.20 -0.4158
N -0.33893 1.87308 0.24464 0.16 -0.32 0.08 -0.6705
H 0.28642 3.33343 2.25689 0.14 0.15 -0.15 0.2424
H 1.89424 3.57603 1.79777 -0.08 0.16 -0.01 0.2332
H 2.80206 2.41974 0.10815 -0.01 0.07 -0.03 0.2288
H 1.86387 1.44283 -0.90535 -0.08 0.22 0.04 0.2161
H -1.07095 2.23285 0.84217 -0.16 -0.03 0.00 0.1215
```
Forces are in eV/Å.

Results
ΔE to the lowest compared entry with this formula, charge and spin, kJ/mol: 32.2
HOMO energy, eV: -13.44
Net charge: +1
LUMO, eV: -2.905

***

No. 6
A 2-piece molecular cluster, C3H13N5 overall, computed with ωB97M-V with the def2-TZVPD basis set.

Structure (XYZ):
```
21
Properties=species:S:1:pos:R:3:forces:R:3:mulliken_charge:R:1
C 1.44874 -0.86848 -0.74277 -0.79 1.21 0.29 0.4346
C 2.71860 -0.07430 -0.47987 0.11 -0.38 0.03 -1.2251
C 1.18930 -1.94832 0.29339 -0.15 -0.16 -0.51 -1.2595
N -0.80392 0.71529 -0.66753 -3.95 1.66 2.81 -0.8014
H 1.45477 -1.29465 -1.74867 0.00 0.02 -0.03 0.3354
H 0.59030 -0.10455 -0.64375 1.64 -1.75 -0.38 -0.1230
H -0.46159 1.49439 -1.22962 -0.22 0.47 0.26 0.1663
H 2.66318 0.41945 0.49355 0.04 -0.03 0.01 0.2952
H 2.85919 0.69708 -1.23368 0.08 0.08 -0.09 0.3230
H 3.59523 -0.72622 -0.48459 0.16 0.09 0.04 0.3537
H 1.11584 -1.51709 1.28108 0.03 0.14 0.40 0.2878
H 1.99144 -2.68668 0.29323 0.02 -0.15 0.10 0.3970
H 0.23905 -2.46343 0.09526 0.22 0.02 0.03 0.2644
N -1.75932 2.69294 0.72900 0.50 0.14 -0.15 -0.6029
N -2.57899 -0.66227 0.76152 0.39 0.65 -0.42 -0.3038
N -1.82665 1.36392 0.31636 1.46 -1.42 -1.74 0.9687
N -2.65535 0.68506 0.97289 0.55 -0.26 -0.58 -0.6272
H -1.67924 3.31378 -0.06584 -0.05 -0.18 -0.11 0.2536
H -2.55401 2.92834 1.31706 0.00 -0.29 -0.17 0.3060
H -3.49406 -1.08276 0.83230 0.05 0.11 0.11 0.2545
H -2.05249 -0.88149 -0.08932 -0.10 0.02 0.08 0.3025
```
Forces are in eV/Å.

Results
ΔE to the lowest compared entry with this formula, charge and spin, kJ/mol: 518.5
HOMO energy (alpha / beta), eV: -8.06 / -8.06
LUMO (alpha / beta), eV: 0.949 / 0.948

***

No. 7
An isolated ion of composition C3H13N5 and charge +2, computed with ωB97M-V with the def2-TZVPD basis set.

Structure (XYZ):
```
21
Properties=species:S:1:pos:R:3:forces:R:3:mulliken_charge:R:1
N -0.06599 1.16929 -2.51473 0.42 -2.65 1.17 -0.4610
C -0.19784 1.05999 -1.14479 0.73 -1.01 -0.74 0.5291
N -0.25276 2.25016 -0.48322 -0.49 -0.67 0.19 -0.3988
C -0.14058 -0.18146 -0.44909 0.08 0.32 0.48 -0.2696
N 0.00444 -1.53890 -1.01598 2.47 1.42 3.03 -0.2329
C -0.31925 -0.35418 1.09916 0.08 -1.13 -1.66 -0.5651
N -0.62375 -1.78861 1.47664 4.23 1.44 -0.98 -0.5808
N 0.97867 0.21905 1.77906 -0.49 -2.31 0.26 -0.2057
H 0.26258 0.26999 -2.97779 -0.66 2.37 0.25 0.2295
H 0.01174 2.08159 -2.96423 0.11 -0.69 0.00 0.2191
H -0.66431 2.21030 0.46292 0.11 0.85 -1.19 0.2294
H -0.41771 3.03438 -1.12836 -0.16 -0.11 1.27 0.2438
H -0.30634 -1.98851 -0.00943 -0.07 -1.10 -1.58 0.4968
H 0.98476 -1.77037 -1.25763 -0.58 -0.09 0.16 0.3387
H -0.54281 -1.76960 -1.76998 -2.15 -0.80 -2.12 0.3128
H -1.21117 0.18766 1.29171 -0.29 1.11 1.29 0.4246
H 0.15210 -2.24530 2.03305 -1.23 0.57 -0.86 0.2735
H -1.44284 -1.85723 1.99356 -1.97 -0.20 0.99 0.2585
H 0.69802 1.00855 2.33584 0.49 0.39 0.94 0.3451
H 1.60059 -0.51631 2.27142 -1.37 1.60 -0.39 0.4010
H 1.49244 0.51953 0.97188 0.74 0.68 -0.50 0.4120
```
Forces are in eV/Å.

Results
ΔE to the lowest compared entry with this formula, charge and spin, kJ/mol: 0.0
HOMO energy, eV: -16.53
SMILES: NC(N)=C([NH3+])[C@@H](N)[NH3+]
Net charge: +2
LUMO, eV: -7.191

***

No. 8
A 3-piece molecular cluster, C3H13NO2 overall, computed with ωB97M-V with the def2-TZVPD basis set.

Structure (XYZ):
```
19
Properties=species:S:1:pos:R:3:forces:R:3:mulliken_charge:R:1
C 0.88715 -2.53137 0.44465 -1.55 -0.04 0.27 -1.1510
C 0.31259 -1.10889 0.47633 -0.03 -0.56 -0.26 -0.2784
N 1.30736 -0.05406 0.72224 -1.16 0.00 0.39 -0.4507
C 0.66813 1.27737 0.78148 1.74 1.41 0.75 -0.8033
H 0.00005 -3.16598 0.27117 0.24 -0.03 0.36 0.3341
H 1.49278 -2.76186 -0.42191 0.68 0.36 0.12 0.2981
H 1.30885 -2.82484 1.40682 0.36 -0.06 -0.25 0.3179
H -0.24141 -1.04844 -0.46229 0.31 0.79 -0.37 0.1987
H -0.48718 -1.02368 1.21942 -0.04 -0.30 0.20 0.3632
H 1.53434 -0.22816 1.69791 0.54 -0.15 -0.19 0.2873
H -0.39202 1.38849 1.02446 -0.09 -0.52 -0.51 0.3133
H 1.01479 1.92432 -0.01852 -0.80 -0.45 -0.79 0.2372
H 1.17553 1.87072 1.55497 -0.08 -0.49 0.59 0.3661
O -0.39664 1.85165 -1.95464 -1.27 -0.49 0.40 -0.6427
H 0.27234 2.29748 -2.44122 0.88 0.44 -0.68 0.2872
H -0.23387 0.90947 -2.04702 0.37 -0.01 -0.14 0.3069
O -2.85963 0.82336 -0.47361 -0.26 -0.22 0.20 -0.6167
H -3.30630 1.61312 -0.78665 -0.02 0.10 -0.03 0.3131
H -2.05685 0.79130 -0.99357 0.17 0.21 -0.06 0.3198
```
Forces are in eV/Å.

Results
ΔE to the lowest compared entry with this formula, charge and spin, kJ/mol: 146.2
HOMO energy, eV: -9.14
SMILES: CCNC.O.O
LUMO, eV: 0.635